(1)
Here is C12H24N3O5PRuS2 as an isolated structure from OMol25. Energies are from ωB97M-V with the def2-TZVPD basis set.

Cartesian coordinates (Å):
Ru (-0.386, 0.664, -0.311)
C (0.001, 0.440, 3.149)
O (-0.917, 0.938, 2.180)
C (-2.191, 0.298, 2.251)
C (-3.172, 1.211, 1.556)
O (-2.714, 1.403, 0.228)
C (-2.758, 2.734, -0.246)
C (-1.651, 3.576, 0.351)
O (-0.409, 3.089, -0.123)
C (0.691, 3.881, 0.293)
H (-0.373, 0.643, 4.157)
H (0.151, -0.634, 3.031)
H (0.944, 0.958, 2.992)
H (-2.154, -0.684, 1.769)
H (-2.494, 0.174, 3.296)
H (-4.177, 0.781, 1.547)
H (-3.185, 2.165, 2.089)
H (-2.607, 2.663, -1.324)
H (-3.728, 3.197, -0.042)
H (-1.789, 4.617, 0.037)
H (-1.666, 3.535, 1.447)
H (0.593, 4.895, -0.104)
H (0.746, 3.925, 1.385)
H (1.591, 3.416, -0.098)
C (4.200, -3.816, 0.427)
C (2.784, -3.466, 0.832)
O (2.656, -2.030, 0.907)
P (1.666, -1.233, -0.041)
S (2.064, 0.703, 0.301)
S (-0.225, -1.897, 0.177)
O (2.205, -1.666, -1.483)
C (1.529, -1.275, -2.692)
C (2.254, -1.912, -3.856)
H (4.340, -4.896, 0.466)
H (4.906, -3.343, 1.109)
H (4.403, -3.460, -0.582)
H (2.546, -3.857, 1.821)
H (2.058, -3.865, 0.121)
H (1.536, -0.186, -2.769)
H (0.493, -1.609, -2.644)
H (3.319, -1.683, -3.801)
H (1.856, -1.525, -4.793)
H (2.128, -2.995, -3.843)
N (-1.138, 0.535, -2.279)
C (-2.100, -0.169, -2.220)
N (-3.119, -0.880, -2.340)
C (-3.964, -1.427, -1.512)
N (-4.745, -1.929, -0.818)

As for the relative energy (zero: lowest compared OMol25 entry of this formula, charge and spin): 164.3 kJ/mol. Its LUMO energy (alpha / beta) is -0.138 / -0.176 eV. The frontier orbital gap (alpha / beta) comes out at 7.92 / 7.83 eV. The HOMO energy (alpha / beta) is -8.06 / -8.01 eV.

Atom charges from the natural (NBO) analysis, given in e for atoms 1 to 2:
1. Ru 0.741
2. C -0.251



(2)
Here is C32H36N10O9RuS2 as an isolated structure from OMol25. Energies are from ωB97M-V with the def2-TZVPD basis set.

Cartesian coordinates (Å):
Ru (-1.101, 0.352, 0.271)
O (-0.355, 4.059, -1.669)
C (-0.286, 3.045, -0.995)
O (-1.282, 2.344, -0.588)
C (1.083, 2.533, -0.567)
C (2.224, 3.265, -0.949)
C (3.451, 2.775, -0.623)
C (3.549, 1.542, 0.062)
C (4.797, 0.958, 0.385)
C (4.854, -0.247, 1.020)
C (3.659, -0.919, 1.360)
C (2.438, -0.378, 1.070)
C (2.354, 0.873, 0.415)
N (1.129, 1.407, 0.109)
H (2.078, 4.178, -1.506)
H (4.357, 3.302, -0.897)
H (5.703, 1.483, 0.109)
H (5.809, -0.695, 1.257)
H (3.714, -1.884, 1.849)
H (1.526, -0.895, 1.331)
C (-5.896, -0.098, 1.100)
N (-5.266, 1.106, 1.620)
C (-6.082, 1.866, 2.562)
C (-3.911, 1.193, 1.582)
N (-3.120, 0.218, 1.299)
N (-3.419, 2.473, 1.802)
C (-2.107, 2.853, 2.014)
N (-1.949, 4.203, 2.123)
N (-1.164, 1.988, 2.140)
H (-6.947, 0.119, 0.920)
H (-5.836, -0.934, 1.805)
H (-5.441, -0.379, 0.152)
H (-6.910, 2.348, 2.042)
H (-5.494, 2.621, 3.075)
H (-6.492, 1.197, 3.322)
H (-3.593, -0.674, 1.230)
H (-4.075, 3.212, 1.617)
H (-2.655, 4.815, 1.748)
H (-1.011, 4.555, 2.027)
H (-0.267, 2.448, 2.261)
O (-0.449, -0.810, 2.171)
S (-0.830, -0.526, 3.616)
C (0.596, 0.392, 4.296)
C (1.497, -0.589, 5.053)
C (1.192, -1.987, 4.519)
C (-0.326, -2.048, 4.445)
H (0.231, 1.220, 4.901)
H (1.079, 0.790, 3.403)
H (1.271, -0.551, 6.120)
H (2.545, -0.317, 4.933)
H (1.593, -2.771, 5.159)
H (1.611, -2.121, 3.519)
H (-0.781, -2.038, 5.439)
H (-0.740, -2.873, 3.868)
N (-2.448, 2.197, -3.362)
C (-1.931, 1.052, -2.919)
S (-2.813, 0.063, -1.817)
N (-0.731, 0.648, -3.326)
C (0.206, 1.327, -4.152)
C (1.545, 1.255, -3.783)
C (2.507, 1.866, -4.568)
C (2.139, 2.554, -5.716)
C (0.805, 2.604, -6.089)
C (-0.167, 1.981, -5.319)
H (-3.246, 2.532, -2.849)
H (-1.829, 2.901, -3.742)
H (-0.375, -0.156, -2.815)
H (1.819, 0.712, -2.884)
H (3.549, 1.803, -4.282)
H (2.891, 3.034, -6.327)
H (0.515, 3.116, -6.997)
H (-1.198, 1.976, -5.646)
O (0.312, -0.884, -1.189)
C (-0.179, -1.973, -0.753)
O (-1.200, -1.984, -0.038)
C (0.535, -3.250, -1.053)
C (0.066, -4.441, -0.516)
C (0.770, -5.602, -0.765)
C (1.921, -5.630, -1.529)
C (2.358, -4.423, -2.039)
C (1.693, -3.234, -1.818)
N (3.603, -4.402, -2.839)
O (4.161, -5.460, -3.025)
O (3.978, -3.324, -3.249)
N (0.283, -6.868, -0.177)
O (0.875, -7.881, -0.472)
O (-0.666, -6.798, 0.575)
H (-0.830, -4.455, 0.087)
H (2.457, -6.548, -1.713)
H (2.076, -2.309, -2.223)

The spin multiplicity is 6. As for the relative energy (zero: lowest compared OMol25 entry of this formula, charge and spin): 0.0 kJ/mol. As for the total charge: +1. Its LUMO energy (alpha / beta) is -2.655 / -3.626 eV. As for the expectation value of S²: 8.758. The frontier orbital gap (alpha / beta) comes out at 7.97 / 7.27 eV. The HOMO energy (alpha / beta) is -10.62 / -10.89 eV.

Atom charges from the Löwdin analysis, given in e for atoms 1 to 2:
1. Ru 1.546
2. O 0.062



(3)
Here is C46H121F6LiN12O15S2 as an isolated structure from OMol25. Energies are from ωB97M-V with the def2-TZVPD basis set.

Cartesian coordinates (Å):
Li (0.396, 1.437, -3.413)
C (-1.194, 2.304, 0.075)
F (-0.067, 2.267, 0.788)
F (-2.218, 2.300, 0.913)
F (-1.206, 3.418, -0.648)
S (-1.337, 0.824, -1.054)
O (-1.708, -0.246, -0.206)
O (-2.269, 1.222, -2.058)
N (0.189, 0.749, -1.692)
S (1.255, -0.061, -0.786)
O (2.568, 0.477, -0.986)
O (0.848, -0.327, 0.557)
C (1.221, -1.732, -1.574)
F (-0.019, -2.081, -1.862)
F (1.931, -1.722, -2.696)
F (1.758, -2.613, -0.741)
C (4.564, -1.433, -0.276)
C (5.620, -1.443, -1.345)
C (5.048, -1.708, -2.697)
O (4.394, -2.959, -2.679)
C (3.652, -3.190, -3.865)
N (6.379, -0.164, -1.393)
H (3.744, -0.743, -0.495)
H (4.997, -1.181, 0.693)
H (4.111, -2.424, -0.218)
H (6.349, -2.230, -1.094)
H (5.809, -1.689, -3.494)
H (4.338, -0.893, -2.915)
H (2.965, -2.368, -4.094)
H (3.073, -4.104, -3.713)
H (4.312, -3.375, -4.724)
H (6.899, -0.090, -0.523)
H (7.087, -0.225, -2.120)
C (-0.113, 0.475, -6.740)
C (-1.261, 0.280, -5.750)
C (-1.119, -1.070, -5.074)
O (-1.269, -2.183, -5.883)
C (-2.595, -2.363, -6.356)
N (-1.199, 1.367, -4.716)
H (0.854, 0.477, -6.242)
H (-0.230, 1.406, -7.305)
H (-0.173, -0.314, -7.495)
H (-2.199, 0.370, -6.309)
H (-1.755, -1.125, -4.165)
H (-0.128, -1.099, -4.593)
H (-2.996, -1.504, -6.893)
H (-3.242, -2.651, -5.519)
H (-2.554, -3.219, -7.029)
H (-1.495, 2.185, -5.249)
H (-1.963, 1.257, -4.045)
C (3.437, -1.384, 2.674)
C (2.619, -0.554, 3.675)
C (2.906, 0.915, 3.435)
O (4.241, 1.150, 3.835)
C (4.583, 2.488, 3.666)
N (1.160, -0.777, 3.520)
H (3.203, -1.096, 1.649)
H (3.180, -2.443, 2.764)
H (4.499, -1.233, 2.873)
H (2.945, -0.781, 4.691)
H (2.250, 1.520, 4.076)
H (2.789, 1.158, 2.371)
H (5.630, 2.661, 3.920)
H (3.981, 3.136, 4.321)
H (4.464, 2.826, 2.625)
H (0.997, -1.717, 3.882)
H (0.973, -0.869, 2.523)
C (-3.122, -0.322, 2.748)
C (-4.297, 0.055, 3.633)
C (-4.381, -0.752, 4.927)
O (-3.186, -0.635, 5.653)
C (-3.218, -1.333, 6.884)
N (-4.109, 1.450, 4.073)
H (-3.204, -1.343, 2.352)
H (-2.147, -0.239, 3.230)
H (-3.111, 0.329, 1.877)
H (-5.243, -0.116, 3.114)
H (-4.722, -1.774, 4.711)
H (-5.179, -0.264, 5.514)
H (-2.374, -1.013, 7.489)
H (-3.116, -2.416, 6.727)
H (-4.174, -1.168, 7.396)
H (-3.505, 1.375, 4.879)
H (-3.752, 2.089, 3.381)
C (-3.976, 5.395, 5.387)
C (-5.096, 5.229, 4.368)
C (-4.522, 5.058, 2.987)
O (-3.921, 6.276, 2.578)
C (-3.297, 6.151, 1.333)
N (-5.884, 4.005, 4.662)
H (-3.241, 4.591, 5.283)
H (-4.348, 5.430, 6.413)
H (-3.400, 6.322, 5.260)
H (-5.778, 6.077, 4.402)
H (-5.373, 4.877, 2.313)
H (-3.815, 4.219, 2.943)
H (-4.012, 5.811, 0.568)
H (-2.421, 5.492, 1.396)
H (-2.979, 7.139, 0.994)
H (-6.203, 4.115, 5.620)
H (-5.293, 3.173, 4.625)
C (0.377, 8.161, -0.476)
C (0.725, 6.843, -1.157)
C (1.500, 5.917, -0.239)
O (2.028, 4.845, -0.997)
C (2.591, 3.842, -0.167)
N (-0.533, 6.216, -1.618)
H (1.281, 8.710, -0.207)
H (-0.299, 8.030, 0.364)
H (-0.086, 8.788, -1.243)
H (1.369, 7.001, -2.027)
H (0.917, 5.591, 0.635)
H (2.344, 6.477, 0.207)
H (3.591, 4.127, 0.179)
H (2.730, 2.939, -0.765)
H (1.931, 3.613, 0.672)
H (-1.169, 6.192, -0.823)
H (-0.350, 5.241, -1.832)
C (-0.843, 2.548, 4.609)
C (-0.203, 2.008, 5.888)
C (-0.906, 2.591, 7.076)
O (-0.810, 3.992, 7.038)
C (-1.369, 4.607, 8.158)
N (-0.219, 0.554, 6.020)
H (-0.518, 3.579, 4.436)
H (-1.924, 2.553, 4.714)
H (-0.546, 1.985, 3.722)
H (0.825, 2.383, 5.933)
H (-0.453, 2.229, 8.011)
H (-1.949, 2.216, 7.086)
H (-1.083, 4.124, 9.096)
H (-2.469, 4.618, 8.078)
H (-1.075, 5.655, 8.125)
H (0.333, 0.169, 5.254)
H (-1.175, 0.215, 5.980)
C (-4.281, -1.754, -2.288)
C (-5.453, -2.335, -1.553)
C (-5.476, -1.910, -0.114)
O (-6.637, -2.442, 0.474)
C (-6.917, -1.874, 1.709)
N (-6.698, -1.884, -2.215)
H (-3.290, -1.929, -1.858)
H (-4.353, -0.660, -2.319)
H (-4.258, -2.077, -3.330)
H (-5.364, -3.431, -1.616)
H (-5.443, -0.812, -0.062)
H (-4.579, -2.283, 0.402)
H (-7.841, -2.289, 2.111)
H (-7.096, -0.791, 1.629)
H (-6.114, -2.055, 2.436)
H (-7.480, -2.290, -1.699)
H (-6.774, -2.371, -3.109)
C (2.405, 4.832, -4.813)
C (1.779, 3.453, -4.588)
C (2.867, 2.436, -4.327)
O (2.384, 1.105, -4.384)
C (3.452, 0.164, -4.483)
N (0.842, 3.461, -3.438)
H (2.875, 5.206, -3.903)
H (1.658, 5.519, -5.207)
H (3.199, 4.781, -5.566)
H (1.179, 3.199, -5.467)
H (3.319, 2.622, -3.341)
H (3.647, 2.594, -5.081)
H (3.962, 0.279, -5.449)
H (3.027, -0.838, -4.481)
H (4.173, 0.217, -3.661)
H (1.395, 3.785, -2.631)
H (0.139, 4.189, -3.539)
C (-0.549, -8.650, -2.979)
C (0.577, -7.768, -2.468)
C (0.259, -6.289, -2.484)
O (0.159, -5.841, -3.821)
C (0.050, -4.443, -3.901)
N (0.858, -8.117, -1.053)
H (-1.330, -8.681, -2.222)
H (-0.183, -9.640, -3.258)
H (-0.934, -8.259, -3.925)
H (1.494, -7.965, -3.045)
H (1.025, -5.729, -1.930)
H (-0.726, -6.153, -2.008)
H (-0.034, -4.232, -4.965)
H (0.960, -3.965, -3.513)
H (-0.828, -4.012, -3.405)
H (1.562, -7.474, -0.682)
H (1.212, -9.062, -0.960)
C (5.924, -5.802, -2.007)
C (4.927, -6.587, -1.201)
C (3.923, -5.607, -0.659)
O (2.882, -6.267, 0.042)
C (2.198, -5.412, 0.938)
N (4.274, -7.551, -2.072)
H (6.353, -4.981, -1.426)
H (5.382, -5.289, -2.799)
H (6.689, -6.440, -2.444)
H (5.310, -7.064, -0.285)
H (3.469, -5.010, -1.469)
H (4.462, -4.896, -0.016)
H (1.648, -4.634, 0.388)
H (2.892, -4.920, 1.628)
H (1.442, -5.966, 1.491)
H (3.431, -7.934, -1.664)
H (4.905, -8.300, -2.322)

As for the relative energy (zero: lowest compared OMol25 entry of this formula, charge and spin): 0.0 kJ/mol. Its LUMO energy is -0.057 eV. The frontier orbital gap comes out at 8.42 eV. The HOMO energy is -8.47 eV.

Atom charges from the Löwdin analysis, given in e for atoms 1 to 2:
1. Li 0.535
2. C -0.658



(4)
Here is a 2-piece molecular cluster, C9H11NSi overall from OMol25. Energies are from ωB97M-V with the def2-TZVPD basis set.

Cartesian coordinates (Å):
C (1.460, 4.022, -1.307)
C (-2.938, -0.778, -1.320)
C (-2.672, 0.486, -0.772)
C (-2.180, -1.855, -0.965)
C (-1.548, 0.682, -0.017)
C (-0.934, -1.637, -0.326)
C (-0.630, -0.360, 0.127)
C (1.326, 1.299, 2.073)
C (2.474, -0.963, -0.058)
N (1.545, 3.146, -0.595)
Si (1.070, 0.004, 0.830)
H (-3.834, -0.934, -1.863)
H (-3.350, 1.188, -0.996)
H (-2.359, -2.866, -1.324)
H (-1.317, 1.655, 0.234)
H (-0.102, -2.361, -0.202)
H (1.368, 5.017, -1.650)
H (2.333, 1.360, 2.482)
H (0.488, 1.771, 2.523)
H (2.838, -1.911, 0.227)
H (2.285, -0.968, -1.122)
H (3.291, -0.267, 0.371)

The SMILES is C=[Si](C)c1ccccc1.C#N. As for the relative energy (zero: lowest compared OMol25 entry of this formula, charge and spin): 292.0 kJ/mol. Its LUMO energy is 0.794 eV. The frontier orbital gap comes out at 8.05 eV. The HOMO energy is -7.26 eV.

Atom charges from the natural (NBO) analysis, given in e for atoms 1 to 2:
1. C 0.067
2. C -0.202



(5)
Here is a 2-piece molecular cluster, C26H36N2O2P overall from OMol25. Energies are from ωB97M-V with the def2-TZVPD basis set.

Cartesian coordinates (Å):
C (3.718, 6.322, -1.890)
O (3.080, 5.846, -0.678)
C (2.925, 4.493, -0.597)
C (2.126, 3.974, 0.464)
C (1.865, 2.619, 0.503)
C (2.352, 1.781, -0.528)
C (1.815, 0.382, -0.411)
C (2.095, -0.681, -1.428)
C (2.031, -2.017, -0.997)
C (2.154, -3.006, -1.964)
C (2.349, -2.679, -3.334)
O (2.605, -3.778, -4.113)
C (2.525, -4.958, -3.233)
C (2.179, -4.488, -1.815)
C (2.417, -1.339, -3.753)
C (2.287, -0.356, -2.779)
C (3.260, 2.255, -1.491)
C (3.528, 3.621, -1.538)
H (3.654, 7.411, -1.810)
H (4.769, 5.983, -1.937)
H (3.176, 5.960, -2.783)
H (1.639, 4.675, 1.145)
H (1.254, 2.181, 1.313)
H (1.962, -0.030, 0.590)
H (1.836, -2.309, 0.050)
H (1.728, -5.574, -3.666)
H (3.504, -5.456, -3.285)
H (2.927, -4.838, -1.096)
H (1.222, -4.917, -1.482)
H (2.498, -1.131, -4.816)
H (2.257, 0.703, -3.042)
H (3.796, 1.593, -2.195)
H (4.162, 4.032, -2.333)
C (-2.110, 2.772, 3.346)
C (-2.848, 2.035, 2.237)
C (-4.373, 2.104, 2.382)
C (-2.393, 2.689, 0.934)
N (-2.441, 0.596, 2.172)
P (-3.104, -0.348, 0.894)
H (0.774, 0.608, -0.444)
N (-2.239, -1.678, 1.565)
C (-2.408, -3.002, 0.894)
C (-1.506, -4.057, 1.517)
C (-1.925, -2.840, -0.547)
C (-3.894, -3.378, 0.935)
C (-2.117, -1.521, 2.948)
C (-2.234, -0.202, 3.298)
H (-1.029, 2.748, 3.148)
H (-2.408, 3.831, 3.319)
H (-2.288, 2.396, 4.360)
H (-4.883, 1.618, 1.536)
H (-4.720, 1.628, 3.309)
H (-4.705, 3.148, 2.396)
H (-2.802, 2.222, 0.031)
H (-2.724, 3.734, 0.946)
H (-1.295, 2.684, 0.873)
H (-1.683, -4.259, 2.580)
H (-1.636, -5.000, 0.964)
H (-0.455, -3.761, 1.391)
H (-2.460, -2.068, -1.112)
H (-0.849, -2.612, -0.561)
H (-2.085, -3.794, -1.064)
H (-4.512, -2.625, 0.423)
H (-4.057, -4.331, 0.417)
H (-4.264, -3.484, 1.964)
H (-1.893, -2.366, 3.593)
H (-2.126, 0.239, 4.284)

As for the total charge: +1. Its LUMO energy is -4.781 eV. The frontier orbital gap comes out at 4.98 eV. The HOMO energy is -9.76 eV.

Atom charges from the natural (NBO) analysis, given in e for atoms 1 to 2:
1. C -0.259
2. O -0.495



(6)
Here is a 2-piece molecular cluster, C3H10N3 overall from OMol25. Energies are from ωB97M-V with the def2-TZVPD basis set.

Cartesian coordinates (Å):
C (-1.978, -0.176, 0.714)
C (-0.856, -0.666, -0.100)
C (1.635, -0.018, 0.551)
N (2.107, -0.956, -0.270)
N (1.846, 1.192, 0.013)
N (-1.746, 0.387, -0.623)
H (-2.799, -0.718, 0.787)
H (-1.727, 0.480, 1.462)
H (-0.953, -1.618, -0.419)
H (1.385, 0.022, 1.554)
H (2.025, -1.881, 0.140)
H (2.068, -0.858, -1.276)
H (2.214, 1.934, 0.619)
H (2.366, 1.228, -0.857)
H (-2.443, 0.224, -1.398)
H (-1.370, 1.312, -0.739)

As for the relative energy (zero: lowest compared OMol25 entry of this formula, charge and spin): 501.2 kJ/mol. As for the total charge: +1. Its LUMO energy is -3.191 eV. The frontier orbital gap comes out at 8.21 eV. The HOMO energy is -11.40 eV.

Atom charges from the natural (NBO) analysis, given in e for atoms 1 to 2:
1. C -0.222
2. C -0.431